Computed, not measured: H5O2 as an isolated structure, with ωB97M-V with the def2-TZVPD basis set.

Geometry (Å):
O: -1.07914 0.58507 -0.18760
O: 1.26330 -0.24386 0.08196
H: 1.48150 -0.25432 -0.84427
H: 1.32390 -1.13514 0.43575
H: 0.07958 -0.11155 -0.16615
H: -1.81618 -0.13616 0.16668
H: -1.25297 1.29595 0.51363

The value obtained for the LUMO energy is -0.17107 Ha. The calculation puts the energy relative to the best compared isomer or geometry (same formula, charge and spin) at 80.1 kJ/mol. As for the net charge: +1. The HOMO energy comes out at -18.94 eV. The value obtained for the HOMO-LUMO gap is 14.281 eV.

natural (NBO) atomic charge list, values in e, 5 entries: O -0.8959; O -0.7944; H 0.5349; H 0.5393; H 0.5316


Computed, not measured: a 3-piece molecular cluster, H5O2S overall, with ωB97M-V with the def2-TZVPD basis set.

Geometry (Å):
S: 1.00182 1.32898 -2.09547
H: 1.16582 2.25843 -3.04384
H: -2.45997 -1.56307 -3.45141
H: -3.40987 -1.92665 -2.37559
O: -3.18832 -2.17814 -3.28007
H: 0.70706 0.07972 6.39454
H: 2.18211 -0.19237 6.49200
O: 1.35474 -0.31279 6.96944

The value obtained for the LUMO energy is 0.10167 Ha. The calculation puts the energy relative to the best compared isomer or geometry (same formula, charge and spin) at 88.7 kJ/mol. As for the net charge: -1. The HOMO energy comes out at -2.50 eV. The value obtained for the HOMO-LUMO gap is 5.270 eV.

natural (NBO) atomic charge list, values in e, 5 entries: S -1.0789; H 0.0799; H 0.4828; H 0.4641; O -0.9478


Computed, not measured: a 3-piece molecular cluster, H5O2S overall, with ωB97M-V with the def2-TZVPD basis set.

Geometry (Å):
S: 0.68172 -0.92711 -1.36075
H: 1.04286 -2.03285 -0.68393
H: -2.41296 0.29205 -0.45393
H: -1.24701 -0.63055 -0.25142
O: -2.21858 -0.55000 -0.01783
H: 1.55839 0.56406 0.70838
H: 1.29909 2.01765 0.72620
O: 1.29650 1.26676 1.33327

The value obtained for the LUMO energy is 0.15912 Ha. The calculation puts the energy relative to the best compared isomer or geometry (same formula, charge and spin) at 19.2 kJ/mol. As for the net charge: -1. The HOMO energy comes out at -3.29 eV. The value obtained for the HOMO-LUMO gap is 7.620 eV.

natural (NBO) atomic charge list, values in e, 5 entries: S -1.0291; H 0.0998; H 0.4446; H 0.5029; O -1.0023


Computed, not measured: a 3-piece molecular cluster, H5O3 overall, with ωB97M-V with the def2-TZVPD basis set.

Geometry (Å):
O: -0.99888 -0.40566 0.20227
H: -1.58040 0.06067 -0.41838
O: 0.55291 1.24358 1.27624
H: 0.43794 1.28895 2.22565
H: -0.16734 0.55808 0.88593
O: 0.61407 -1.27156 -1.64220
H: 0.04771 -1.03355 -0.81341
H: 1.09398 -0.44050 -1.71608

The value obtained for the LUMO energy is 0.18251 Ha. The calculation puts the energy relative to the best compared isomer or geometry (same formula, charge and spin) at 6.2 kJ/mol. As for the net charge: -1. The HOMO energy comes out at -4.24 eV. The value obtained for the HOMO-LUMO gap is 9.207 eV.

natural (NBO) atomic charge list, values in e, 5 entries: O -1.2066; H 0.4228; O -1.0675; H 0.4300; H 0.5065


Computed, not measured: a 3-piece molecular cluster, H5O3 overall, with ωB97M-V with the def2-TZVPD basis set.

Geometry (Å):
O: 0.72975 0.18832 0.03216
H: 1.03025 1.01234 0.21267
O: -0.44662 0.55756 -2.14557
H: -0.47039 -0.35028 -2.24043
H: -0.03934 0.44955 -1.07994
O: -0.26838 -0.66673 2.10423
H: 0.06519 -0.28640 1.20446
H: -0.70370 -1.45839 1.97669

The value obtained for the LUMO energy is 0.18103 Ha. The calculation puts the energy relative to the best compared isomer or geometry (same formula, charge and spin) at 50.5 kJ/mol. As for the net charge: -1. The HOMO energy comes out at -4.40 eV. The value obtained for the HOMO-LUMO gap is 9.321 eV.

natural (NBO) atomic charge list, values in e, 5 entries: O -1.1306; H 0.4274; O -1.0864; H 0.4251; H 0.4889


Computed, not measured: a 30-piece molecular cluster, H60O30 overall, with ωB97M-V with the def2-TZVPD basis set.

Geometry (Å):
O: 0.68094 0.48120 -0.03340
O: -1.63707 -1.46400 0.53152
O: -1.44660 1.68619 -1.03648
O: 1.36536 -0.87916 2.42245
O: -0.84360 -2.13251 -2.31941
O: -0.87146 0.38763 3.18492
O: 2.60937 -2.27913 -0.07365
O: 2.21136 2.43251 1.12284
O: 1.46952 1.63232 -2.98409
O: -3.65520 0.22439 0.75896
O: -2.17697 2.54116 1.84672
O: 0.65124 -4.08722 -0.77900
O: 3.50140 -0.99938 -2.26723
O: -2.07424 -2.93597 2.71301
O: 0.20588 4.34496 1.30069
O: -1.15809 4.45929 -1.37123
O: -3.42834 0.83026 -3.36080
O: 4.00879 -0.40850 2.91682
O: -1.64690 -4.89290 0.64788
O: -3.44697 -2.84054 -2.72237
O: 0.21018 -1.39002 -5.09217
O: -0.52665 3.13340 -4.24708
O: 2.39899 2.93772 3.85247
O: 3.20802 3.57021 -2.62358
O: 4.57498 -2.64322 1.59071
O: 0.84886 1.17837 5.36720
O: 5.21136 1.21873 -1.58273
O: -5.36884 0.27375 -1.55770
O: 5.04542 2.07908 1.31612
O: -3.43125 0.62160 4.41938
H: -0.06812 0.61588 0.53607
H: 0.92534 -0.46516 -0.09150
H: -2.28809 -0.77257 0.52350
H: -1.35242 -1.49047 -0.40428
H: -0.64756 1.28851 -1.33673
H: -2.05300 1.44982 -1.77866
H: 2.16400 -0.36389 2.58242
H: 1.66413 -1.49507 1.72397
H: -0.78287 -1.53853 -3.08021
H: -1.79496 -2.39679 -2.32723
H: -0.29896 -0.22312 2.72490
H: -0.38696 0.41616 3.99967
H: 2.12065 -3.10152 -0.36098
H: 2.96212 -1.97390 -0.89523
H: 1.91663 1.68123 0.58449
H: 1.55590 3.14410 1.18766
H: 2.08305 2.28032 -2.56480
H: 1.57594 0.75929 -2.58838
H: -3.47756 1.12557 1.03127
H: -4.24089 0.35644 -0.01870
H: -1.53167 2.89102 1.19956
H: -1.64536 1.94424 2.41079
H: -0.01908 -4.28816 -0.16720
H: 0.32212 -3.48560 -1.38885
H: 4.01150 -0.18353 -2.12343
H: 3.66627 -1.29194 -3.16823
H: -1.88983 -2.45461 1.91887
H: -2.33425 -2.27838 3.37906
H: -0.39294 4.66458 1.97196
H: 0.01719 4.71889 0.37712
H: -1.39169 3.46964 -1.32027
H: -1.98444 4.92054 -1.64100
H: -4.11497 0.68262 -2.73092
H: -3.57651 1.69542 -3.79976
H: 4.80632 0.13839 2.92063
H: 4.27406 -1.17371 2.39313
H: -2.16637 -4.23672 1.07314
H: -1.66506 -5.68734 1.19170
H: -3.77770 -2.68896 -3.57923
H: -3.90756 -3.54434 -2.29669
H: 1.00742 -0.81582 -5.32007
H: 0.48456 -2.33932 -5.14751
H: -1.14906 3.46145 -3.64250
H: 0.00447 2.51502 -3.74773
H: 2.30108 2.63501 2.90985
H: 1.97957 3.77559 3.83970
H: 2.95297 4.36278 -3.07602
H: 4.04585 3.25694 -3.12386
H: 5.43560 -2.48475 1.15268
H: 3.83383 -2.55642 0.94021
H: 1.65367 1.66138 5.06294
H: 1.02796 0.98082 6.31286
H: 4.89268 1.58458 -0.76875
H: 6.15140 0.94646 -1.62781
H: -5.80064 -0.62002 -1.70466
H: -6.11251 0.88628 -1.64047
H: 5.53796 2.93641 1.44776
H: 4.06519 2.25700 1.41563
H: -2.65008 0.31217 4.00048
H: -4.06971 0.31295 3.81977

The value obtained for the LUMO energy is -0.01793 Ha. The calculation puts the energy relative to the best compared isomer or geometry (same formula, charge and spin) at 182.3 kJ/mol. As for the net charge: 0. The HOMO energy comes out at -10.14 eV. The value obtained for the HOMO-LUMO gap is 9.655 eV.

Löwdin atomic charge list, values in e, 5 entries: O -0.0502; O -0.0470; O -0.0451; O -0.0498; O -0.0701